Here is a 10-piece molecular cluster, C69H155N9O10 overall at a distorted geometry from OMol25. Energies are from wB97M-V/def2-TZVPD.

Summary:
Energy above the lowest of the compared OMol25 structures with the same formula, charge and spin in kcal/mol: 46.4
Gap between HOMO and LUMO in eV: 8.60
Calculated total energy in eV: -107940.880
HOMO in eV: -8.18

Each line ends with the Mulliken charge.
Cartesian coordinates (Å):
C (20.32646, 13.38738, 17.02967)  -0.46
C (20.38258, 11.90882, 16.72707)  1.83
C (20.76425, 11.18479, 17.97558)  -2.31
C (19.07824, 11.35175, 16.20149)  -1.39
C (18.72972, 11.89323, 14.82552)  0.44
C (19.74261, 11.45786, 13.80255)  -1.64
C (21.18436, 11.83585, 14.26022)  1.65
C (22.15232, 10.91598, 13.43353)  -1.77
C (21.37629, 13.31448, 13.96416)  -0.99
N (21.36954, 11.52232, 15.70946)  0.31
O (22.71325, 11.76247, 16.08599)  -0.59
H (19.48380, 13.65208, 17.69561)  0.05
H (21.19827, 13.67463, 17.60782)  0.01
H (20.27901, 14.09742, 16.23653)  0.12
H (21.71022, 11.64694, 18.37713)  0.26
H (20.09653, 11.39126, 18.74505)  0.50
H (20.85658, 10.11189, 17.84661)  0.47
H (19.23139, 10.28733, 16.06555)  0.40
H (18.26921, 11.51488, 16.96272)  0.32
H (17.73204, 11.49824, 14.55260)  0.32
H (18.65107, 12.99798, 14.81984)  -0.37
H (19.54248, 11.92276, 12.87024)  0.51
H (19.55761, 10.36586, 13.63661)  0.35
H (23.21296, 11.30432, 13.50056)  0.34
H (21.90270, 10.75561, 12.32881)  0.30
H (22.19885, 9.89052, 13.86994)  0.44
H (22.32959, 13.63267, 14.42667)  0.13
H (20.40209, 13.85671, 14.20627)  -0.42
H (21.54812, 13.46774, 12.94950)  0.69
H (22.72994, 12.62285, 16.54801)  0.42
C (13.80052, 20.99100, 23.87026)  -2.31
C (14.58611, 19.69176, 24.09768)  2.63
C (13.93458, 18.51009, 23.46541)  0.06
C (15.99932, 19.99582, 23.59937)  -2.46
C (17.06795, 18.99476, 24.02348)  0.11
C (17.12476, 19.15653, 25.55677)  -1.76
C (15.77478, 18.83279, 26.19323)  1.64
C (15.48572, 17.26191, 26.07361)  -1.59
C (15.81265, 19.20289, 27.63010)  -2.04
N (14.73476, 19.62630, 25.56762)  0.13
O (13.48446, 19.27716, 26.12649)  -0.50
H (14.07817, 21.67760, 24.67984)  0.49
H (13.90928, 21.47572, 22.90603)  0.33
H (12.74996, 20.76922, 23.99016)  0.42
H (14.71394, 17.87198, 23.05507)  -0.14
H (13.37460, 17.88886, 24.10864)  0.57
H (13.38094, 18.81390, 22.59248)  -0.81
H (16.07421, 20.14438, 22.57784)  0.61
H (16.26197, 20.95969, 23.97342)  0.59
H (16.87005, 17.95592, 23.73819)  0.02
H (18.06521, 19.31264, 23.56050)  0.49
H (17.38469, 20.23867, 25.81008)  0.37
H (17.89213, 18.52037, 25.98764)  0.54
H (16.44340, 16.75394, 26.29841)  0.30
H (15.18331, 16.97018, 25.09054)  0.27
H (14.77132, 16.90368, 26.77730)  0.42
H (14.86727, 19.09954, 28.10595)  0.56
H (16.07545, 20.26987, 27.81206)  0.39
H (16.63754, 18.72536, 28.15556)  0.37
H (13.50910, 19.83025, 26.90014)  0.42
C (16.64633, 19.59931, 18.25062)  0.00
C (16.60318, 18.31378, 19.02988)  1.82
C (17.43538, 18.26038, 20.35446)  -1.59
C (15.13157, 18.25670, 19.41960)  -1.13
C (14.74081, 16.84138, 19.84736)  -0.43
C (14.97584, 15.90288, 18.72416)  -0.19
C (16.48020, 15.80418, 18.33748)  2.58
C (17.24403, 15.04992, 19.40857)  -1.15
C (16.51577, 15.08739, 16.98607)  -0.78
N (16.92052, 17.20911, 18.08665)  1.05
O (18.29773, 17.22586, 17.82037)  -0.14
H (17.65346, 19.94842, 18.06956)  0.49
H (16.20809, 19.35424, 17.28284)  -0.71
H (16.11465, 20.43050, 18.74415)  -0.02
H (17.32210, 19.17803, 20.99315)  0.39
H (17.32617, 17.41706, 21.06328)  -0.12
H (18.52225, 18.28147, 20.05984)  0.43
H (14.93138, 19.03580, 20.13182)  0.51
H (14.62274, 18.43146, 18.52279)  -0.37
H (15.46550, 16.59621, 20.61696)  -0.26
H (13.74043, 16.77214, 20.29717)  0.33
H (14.37583, 15.98622, 17.82962)  -1.19
H (14.58395, 14.87894, 19.02316)  0.46
H (17.07864, 15.46689, 20.41274)  -0.62
H (18.31404, 15.28916, 19.29035)  -0.07
H (17.06521, 13.97160, 19.35194)  0.59
H (15.77752, 15.50007, 16.23659)  -1.22
H (16.36796, 14.01146, 17.09068)  0.67
H (17.53200, 15.14131, 16.55292)  0.06
H (18.41885, 17.32684, 16.87361)  0.15
C (14.22440, 19.35836, 11.94145)  -1.66
C (13.02263, 19.22677, 12.84425)  2.17
C (11.76093, 19.70923, 12.13719)  -1.93
C (13.02959, 17.77373, 13.39734)  -0.90
C (12.15463, 17.57470, 14.60948)  -0.90
C (12.58884, 18.49587, 15.73030)  -0.48
C (12.51156, 19.96583, 15.27028)  1.94
C (11.04891, 20.38113, 15.02891)  -2.02
C (13.14175, 20.82177, 16.33847)  -0.93
N (13.35912, 20.16494, 14.05815)  0.86
O (13.33290, 21.55270, 13.68467)  -0.60
H (14.03838, 18.83603, 10.97839)  0.49
H (14.44879, 20.41314, 11.74637)  0.42
H (15.12823, 18.89769, 12.39193)  0.06
H (11.78484, 19.50400, 11.06554)  0.50
H (10.84841, 19.26377, 12.47957)  0.31
H (11.71336, 20.76076, 12.21348)  0.39
H (12.63499, 17.16813, 12.53753)  0.49
H (14.06189, 17.44073, 13.55915)  -0.32
H (11.13956, 17.84008, 14.40336)  0.52
H (12.06014, 16.49449, 14.92259)  0.03
H (13.63476, 18.40891, 15.98766)  -0.39
H (11.86752, 18.45528, 16.52367)  0.35
H (10.53241, 20.43226, 16.01002)  0.28
H (10.42534, 19.71718, 14.45928)  0.34
H (10.97460, 21.32887, 14.48048)  0.39
H (14.18318, 20.57419, 16.37638)  -0.62
H (12.69862, 20.61056, 17.29673)  -0.14
H (13.01584, 21.87578, 16.10710)  0.68
H (14.22863, 21.85890, 13.81330)  0.33
C (17.02770, 11.94909, 24.99412)  -2.05
C (17.91598, 13.10492, 24.59570)  2.18
C (17.73008, 13.40378, 23.11572)  -1.65
C (17.47630, 14.32835, 25.44810)  -1.75
C (18.48981, 15.41614, 25.44306)  0.77
C (19.89332, 14.94663, 25.89597)  -1.93
C (20.36069, 13.66273, 25.23367)  1.87
C (20.98249, 14.02237, 23.82987)  -1.45
C (21.34398, 13.01199, 26.15942)  -2.11
N (19.22942, 12.70169, 25.12742)  0.11
O (19.74210, 11.64621, 24.28882)  -0.52
H (15.97280, 12.28772, 24.84900)  0.34
H (17.20814, 11.18357, 24.22605)  0.48
H (17.24572, 11.67467, 26.00841)  0.52
H (16.61669, 13.45414, 22.92774)  0.40
H (18.20663, 14.29370, 22.75584)  -0.02
H (18.15947, 12.59729, 22.50129)  0.52
H (16.52733, 14.69979, 25.12253)  0.40
H (17.28809, 13.85455, 26.38912)  0.48
H (18.75823, 15.68817, 24.34468)  -0.38
H (18.24030, 16.33834, 25.98697)  0.32
H (19.96509, 14.85840, 26.98298)  0.45
H (20.63817, 15.75301, 25.79358)  0.41
H (21.69360, 14.80476, 23.95067)  0.55
H (20.23945, 14.55934, 23.20491)  0.04
H (21.46624, 13.22586, 23.27909)  0.46
H (22.13494, 13.76937, 26.33800)  0.36
H (21.81238, 12.17180, 25.68269)  0.44
H (20.87144, 12.63363, 27.12067)  0.42
H (19.54482, 10.89746, 24.83099)  0.36
C (14.36439, 27.98660, 20.75251)  -1.97
C (14.08303, 26.44952, 20.62104)  1.90
C (15.03597, 25.78410, 21.64527)  -1.65
C (12.54991, 26.16147, 20.89593)  -1.40
C (12.12172, 24.75531, 20.53334)  0.02
C (12.40952, 24.49957, 19.03843)  -0.76
C (13.91962, 24.76826, 18.76310)  0.92
C (14.69859, 23.63838, 19.45411)  0.15
C (14.08389, 24.74020, 17.20431)  -1.24
N (14.31954, 26.16112, 19.19700)  0.02
O (15.71404, 26.43071, 18.72364)  -0.45
H (13.84859, 28.65030, 20.11737)  0.46
H (14.20063, 28.38872, 21.78430)  0.36
H (15.38266, 28.15108, 20.44430)  0.46
H (14.97156, 24.70819, 21.65288)  0.33
H (16.08764, 26.00276, 21.44240)  0.32
H (14.81967, 26.08127, 22.63165)  0.49
H (12.48086, 26.39246, 21.98246)  0.45
H (11.95332, 26.92404, 20.37531)  0.29
H (12.51153, 23.99483, 21.21454)  -0.17
H (11.02726, 24.66450, 20.69419)  0.49
H (11.81593, 25.27742, 18.47383)  0.47
H (12.21469, 23.45523, 18.73550)  -0.11
H (14.56717, 22.79012, 18.76423)  -0.35
H (14.15842, 23.44278, 20.38583)  -0.58
H (15.71740, 23.89939, 19.79686)  0.34
H (13.59030, 25.63060, 16.74266)  0.42
H (13.64695, 23.78341, 16.79314)  0.18
H (15.12877, 24.64396, 16.96093)  0.39
H (16.09259, 25.55637, 18.87041)  0.48
C (23.44465, 15.67542, 16.07284)  -0.91
O (23.13858, 15.01925, 17.25702)  -0.28
C (22.38660, 15.87626, 18.14847)  -0.64
C (22.53668, 15.43849, 19.60433)  0.37
C (21.76981, 16.57558, 20.32858)  -1.28
N (23.93464, 15.31682, 20.22052)  -0.82
H (24.05232, 15.01940, 15.41792)  0.32
H (24.01938, 16.54292, 16.26244)  0.46
H (22.60470, 15.97725, 15.42603)  0.22
H (22.90183, 16.86608, 18.05274)  0.97
H (21.32762, 15.90659, 17.81985)  -0.16
H (22.02531, 14.54477, 19.89103)  0.43
H (20.73350, 16.62505, 19.96308)  0.09
H (22.17701, 17.56413, 20.16472)  0.43
H (21.71481, 16.33826, 21.42161)  0.23
H (24.50756, 15.79910, 19.56263)  0.30
H (24.15032, 14.36826, 20.00421)  0.35
C (19.00678, 16.82842, 13.46959)  -0.60
O (18.57075, 17.41889, 14.67734)  -0.19
C (17.45448, 18.28268, 14.70452)  1.19
C (17.70591, 19.82810, 14.40322)  0.11
C (18.87804, 20.56082, 15.09030)  -1.69
N (16.58030, 20.65318, 14.65356)  -0.55
H (19.90075, 16.17220, 13.71211)  0.01
H (19.37745, 17.53581, 12.68808)  0.29
H (18.18968, 16.29875, 12.98932)  0.29
H (16.81515, 17.89543, 13.95494)  0.07
H (16.96281, 18.14560, 15.69294)  -0.75
H (18.01079, 20.04583, 13.40736)  0.48
H (18.74664, 20.58383, 16.17112)  0.25
H (18.81689, 21.64173, 14.86551)  0.45
H (19.79543, 20.09416, 14.82460)  0.36
H (16.36591, 20.81494, 15.58853)  0.18
H (15.72485, 20.24908, 14.28396)  0.11
C (12.27928, 14.28008, 17.11652)  -0.45
O (12.27652, 14.03267, 15.73754)  -0.51
C (13.56604, 14.19798, 15.23156)  0.58
C (13.71049, 14.09200, 13.70890)  0.73
C (13.75878, 12.67706, 13.35395)  -1.73
N (14.93531, 14.88890, 13.37087)  -0.26
H (12.98796, 13.75555, 17.71905)  0.36
H (11.27261, 14.08927, 17.56303)  0.35
H (12.50039, 15.33438, 17.29987)  -0.01
H (13.96628, 15.18336, 15.48003)  -0.51
H (14.20429, 13.41272, 15.69393)  0.31
H (12.85149, 14.51461, 13.18350)  0.06
H (14.36857, 12.09274, 14.02570)  0.31
H (14.20458, 12.50018, 12.39664)  0.45
H (12.77277, 12.30843, 13.42235)  0.45
H (15.42849, 14.48448, 12.57822)  0.31
H (15.62459, 14.85711, 14.10267)  -0.09
C (11.86288, 20.15687, 20.47568)  0.32
C (11.05553, 19.00037, 19.89156)  2.05
C (10.66868, 18.00886, 20.96390)  -1.82
O (9.85482, 19.35144, 19.25172)  -0.68
H (11.36833, 20.74039, 21.25671)  0.50
H (12.15296, 20.81994, 19.69228)  -0.44
H (12.82665, 19.83306, 20.97187)  -0.81
H (11.73460, 18.49744, 19.17961)  -0.66
H (11.48791, 17.55570, 21.42319)  0.32
H (10.06609, 17.26643, 20.48894)  0.50
H (9.98069, 18.55280, 21.68939)  0.37
H (10.05622, 19.98459, 18.58350)  0.34